Entry 1:
A 13-piece molecular cluster, C54H90ClFN15O overall in a non-equilibrium geometry. Source: OMol25; level of theory: wB97M-V/def2-TZVPD.

Computed properties:
E_LUMO: -0.12344 Ha
Energy: -3567.0021 hartree
Total charge: +1
2S+1: 1

CARTESIAN COORDINATES (ANGSTROEM)
C -3.372 1.866 1.638
C -3.801 2.537 0.538
C -3.932 3.623 -0.695
C -4.344 2.866 -2.070
C -3.042 2.282 -2.909
C -2.450 0.962 -2.175
C -1.211 1.130 -1.100
Cl -0.566 2.832 -0.761
C -0.106 0.234 -1.952
C -1.110 -1.037 -2.309
F -1.332 -1.586 -0.969
C -0.075 -1.968 -3.207
C -0.170 -3.557 -2.847
C 1.207 -4.253 -3.447
C 1.990 -5.164 -2.332
C 2.740 -4.281 -1.182
C 1.964 -4.250 0.254
C 1.230 -2.786 0.422
C 1.735 -1.943 1.715
C 3.179 -1.220 1.543
C 3.354 -0.337 0.191
C 2.864 1.227 0.348
C 3.958 2.210 -0.412
C 3.533 2.553 -1.953
C 3.995 1.386 -3.024
C 2.711 1.037 -3.961
C 3.080 0.724 -5.521
N -2.222 -0.309 -3.016
N -3.481 -0.893 -3.155
C -3.439 -2.398 -3.175
C -4.117 -0.525 -4.497
C -3.381 -0.673 -5.933
O -5.357 -0.110 -4.419
H -2.779 1.355 2.511
H -4.838 4.308 -0.389
H -3.001 4.305 -0.781
H -4.821 3.678 -2.775
H -5.172 2.061 -1.920
H -2.293 3.185 -2.952
H -3.412 2.122 -3.994
H -3.359 0.633 -1.509
H -1.457 0.763 -0.011
H 0.087 0.907 -2.892
H 0.854 -0.095 -1.359
H 1.011 -1.640 -2.916
H -0.238 -1.853 -4.347
H -1.045 -4.115 -3.358
H -0.243 -3.778 -1.709
H 0.954 -4.823 -4.423
H 1.962 -3.403 -3.745
H 1.303 -6.002 -1.924
H 2.847 -5.710 -2.927
H 3.775 -4.803 -0.985
H 2.976 -3.186 -1.538
H 2.613 -4.550 1.162
H 1.112 -5.059 0.174
H 0.093 -3.032 0.617
H 1.258 -2.212 -0.582
H 1.860 -2.725 2.586
H 0.876 -1.234 2.059
H 4.089 -1.946 1.663
H 3.276 -0.463 2.441
H 2.887 -0.799 -0.763
H 4.511 -0.278 -0.014
H 1.850 1.443 -0.171
H 2.834 1.592 1.449
H 3.973 3.239 0.155
H 5.042 1.791 -0.358
H 4.110 3.520 -2.292
H 2.400 2.818 -2.076
H 4.339 0.481 -2.357
H 4.871 1.710 -3.708
H 2.231 0.058 -3.526
H 1.864 1.848 -3.924
H 3.151 -0.443 -5.656
H 4.055 1.239 -5.867
H 2.141 1.039 -6.146
H -1.734 0.097 -3.842
H -2.701 -2.844 -3.957
H -4.504 -2.774 -3.495
H -3.276 -2.828 -2.095
H -2.750 -1.634 -6.062
H -2.729 0.291 -6.082
H -4.201 -0.659 -6.759
C -6.198 5.903 -4.555
C -5.333 6.589 -3.526
N -4.637 7.142 -2.698
H -6.436 6.597 -5.364
H -5.671 5.040 -4.970
H -7.128 5.563 -4.093
C -5.961 2.085 4.363
C -4.897 1.706 5.365
N -4.041 1.400 6.171
H -6.267 3.122 4.520
H -5.570 1.980 3.349
H -6.830 1.435 4.479
C -2.318 -2.761 2.917
C -1.256 -3.146 3.919
N -0.402 -3.455 4.724
H -2.624 -1.724 3.078
H -1.927 -2.863 1.902
H -3.189 -3.411 3.030
C 6.264 -0.448 4.266
C 6.318 -0.006 2.823
N 6.361 0.349 1.662
H 5.229 -0.449 4.616
H 6.673 -1.456 4.362
H 6.849 0.235 4.886
C 7.070 -0.142 -5.480
C 6.123 -0.955 -4.630
N 5.356 -1.621 -3.940
H 8.097 -0.478 -5.317
H 6.819 -0.263 -6.536
H 6.995 0.915 -5.214
C -6.127 -1.388 7.387
C -7.654 -1.436 7.359
N -8.871 -1.474 7.336
H -5.768 -1.720 8.364
H -5.728 -2.044 6.611
H -5.788 -0.364 7.207
C 5.923 -4.730 -3.648
C 5.441 -6.000 -4.306
N 5.053 -7.022 -4.834
H 5.924 -3.913 -4.372
H 5.265 -4.468 -2.816
H 6.938 -4.869 -3.268
C -1.959 9.088 -3.202
C -1.909 9.771 -4.548
N -1.870 10.320 -5.631
H -1.041 8.513 -3.041
H -2.054 9.834 -2.409
H -2.816 8.411 -3.159
C -0.350 6.152 -0.073
C -0.066 7.348 -0.950
N 0.161 8.309 -1.656
H -0.918 6.463 0.806
H -0.931 5.413 -0.630
H 0.588 5.697 0.251
C 10.548 0.581 6.074
C 9.085 0.472 6.430
N 7.908 0.384 6.716
H 11.142 0.720 6.980
H 10.877 -0.331 5.569
H 10.707 1.433 5.409
C 0.110 -4.877 7.993
C -0.831 -5.704 8.836
N -1.587 -6.369 9.514
H 1.140 -5.200 8.160
H -0.134 -4.998 6.935
H 0.020 -3.822 8.261
C -1.671 -1.438 7.332
C -3.180 -1.481 7.298
N -4.408 -1.521 7.271
H -1.311 -1.771 8.308
H -1.262 -2.093 6.559
H -1.324 -0.417 7.155
C -7.003 -1.765 3.642
C -6.715 -0.565 2.771
N -6.484 0.401 2.071
H -7.574 -1.458 4.522
H -7.583 -2.501 3.081
H -6.066 -2.222 3.967

Entry 2:
A 9-piece molecular cluster, C54H92F3N13O8P overall in a non-equilibrium geometry. Source: OMol25; level of theory: wB97M-V/def2-TZVPD.

Computed properties:
E_LUMO: -0.06432 Ha
Energy: -4067.2359 hartree
Total charge: +1
2S+1: 1

CARTESIAN COORDINATES (ANGSTROEM)
C -2.762 -4.245 0.733
C -2.393 -3.146 1.029
C -1.944 -1.806 1.380
N -1.462 -1.736 2.767
C -2.576 -1.728 3.712
O -3.036 -0.426 3.897
C -4.411 -0.295 3.530
C -0.183 -1.645 3.116
N 0.299 -1.401 4.350
C -0.472 -0.948 5.506
C -0.720 -2.085 6.516
C -1.616 -1.552 7.624
N -1.142 -1.557 8.961
O -2.702 -1.109 7.355
C 1.715 -0.903 4.219
C 1.514 0.594 3.920
O 2.701 1.240 3.508
C 2.506 2.392 2.756
C 2.119 2.221 1.323
O 2.700 3.451 3.273
C 2.487 -1.158 5.512
C 3.958 -0.795 5.563
C 4.326 0.614 5.968
N 4.825 -1.690 5.351
C 2.130 -1.775 3.012
C 2.586 -3.184 3.405
C 1.658 -4.136 4.189
C 0.598 -4.881 3.401
O 1.200 -5.465 2.251
P 3.429 -1.060 1.731
O 4.045 -2.455 1.125
O 4.671 -0.472 2.591
N 0.867 -1.736 2.229
C 0.831 -2.598 1.082
O 0.757 -1.764 -0.099
C 0.835 -2.451 -1.264
F -0.082 -3.434 -1.328
F 0.610 -1.601 -2.261
F 2.039 -3.013 -1.440
H -3.223 -5.160 0.452
H -2.827 -1.168 1.339
H -1.257 -1.389 0.658
H -3.365 -2.331 3.268
H -2.315 -2.207 4.643
H -4.538 -0.259 2.448
H -5.017 -1.070 3.991
H -4.765 0.655 3.918
H -1.399 -0.453 5.243
H 0.066 -0.184 6.059
H -1.176 -2.954 6.055
H 0.242 -2.353 6.947
H -0.130 -1.623 8.978
H -1.486 -2.384 9.441
H 0.732 0.747 3.175
H 1.181 1.083 4.838
H 1.729 3.167 0.969
H 1.385 1.424 1.217
H 2.981 1.935 0.730
H 2.027 -0.581 6.314
H 2.395 -2.198 5.805
H 5.057 0.545 6.770
H 3.475 1.189 6.314
H 4.788 1.099 5.119
H 5.768 -1.315 5.464
H 2.890 -3.738 2.524
H 3.495 -3.077 3.989
H 2.315 -4.900 4.603
H 1.192 -3.672 5.053
H -0.242 -4.248 3.098
H 0.187 -5.671 4.030
H 0.520 -5.657 1.598
H 4.929 -2.668 1.451
H 5.382 -1.094 2.803
H 0.004 -3.296 1.093
H 1.733 -3.195 1.002
C -3.554 3.569 0.947
C -4.730 3.761 -0.004
C -5.817 2.696 0.175
C -5.343 1.362 -0.187
N -4.960 0.317 -0.467
H -3.040 2.625 0.755
H -2.829 4.373 0.828
H -3.887 3.570 1.987
H -4.375 3.752 -1.036
H -5.182 4.738 0.167
H -6.684 2.930 -0.444
H -6.163 2.675 1.210
C -9.093 -1.170 -2.204
C -7.867 -2.031 -1.925
C -8.038 -2.935 -0.701
C -8.150 -2.171 0.541
N -8.214 -1.549 1.504
H -9.286 -0.476 -1.384
H -8.948 -0.583 -3.110
H -9.983 -1.786 -2.344
H -6.992 -1.394 -1.785
H -7.665 -2.662 -2.792
H -7.182 -3.606 -0.611
H -8.923 -3.565 -0.812
C 1.718 -2.987 -5.267
C 1.611 -1.866 -6.293
C 0.169 -1.418 -6.544
C -0.642 -2.468 -7.159
N -1.273 -3.292 -7.649
H 1.226 -3.897 -5.616
H 2.764 -3.229 -5.075
H 1.262 -2.694 -4.321
H 2.067 -2.185 -7.232
H 2.171 -0.997 -5.947
H 0.165 -0.545 -7.194
H -0.297 -1.115 -5.604
C 9.074 3.548 4.750
C 8.157 3.695 3.542
C 6.890 2.839 3.651
C 7.187 1.408 3.631
N 7.436 0.288 3.582
H 9.451 2.528 4.843
H 9.933 4.212 4.660
H 8.551 3.803 5.674
H 8.698 3.431 2.633
H 7.850 4.736 3.439
H 6.214 3.058 2.822
H 6.350 3.076 4.570
C -6.082 0.728 7.580
C -7.201 -0.262 7.882
C -6.734 -1.720 7.802
C -6.346 -2.095 6.446
N -6.046 -2.390 5.378
H -5.720 0.616 6.556
H -6.436 1.752 7.698
H -5.235 0.584 8.253
H -8.031 -0.105 7.193
H -7.585 -0.084 8.887
H -7.530 -2.391 8.129
H -5.884 -1.881 8.468
C 2.734 0.140 -10.673
C 3.254 1.530 -10.328
C 3.737 1.636 -8.876
C 2.646 1.475 -7.917
N 1.785 1.354 -7.167
H 1.853 -0.118 -10.082
H 2.453 0.092 -11.725
H 3.496 -0.621 -10.496
H 2.478 2.272 -10.511
H 4.085 1.782 -10.982
H 4.200 2.609 -8.706
H 4.499 0.881 -8.674
C 1.269 2.047 -2.610
C 1.952 2.975 -3.608
C 3.470 3.034 -3.416
C 3.847 3.641 -2.140
N 4.137 4.131 -1.143
H 1.392 2.406 -1.586
H 0.200 1.986 -2.815
H 1.678 1.037 -2.668
H 1.529 3.977 -3.528
H 1.753 2.625 -4.623
H 3.930 3.613 -4.217
H 3.893 2.028 -3.468
C 0.177 5.404 -12.746
C 0.502 4.844 -14.125
C 1.056 3.416 -14.070
C 2.355 3.354 -13.403
N 3.379 3.311 -12.887
H 1.074 5.489 -12.131
H -0.263 6.397 -12.830
H -0.537 4.765 -12.222
H 1.219 5.494 -14.628
H -0.401 4.833 -14.738
H 1.171 3.017 -15.079
H 0.358 2.759 -13.546